DFT (ωB97M-V/def2-TZVPD) results for a 12-piece molecular cluster, C30H84O12 overall at a distorted geometry.

The calculation puts the energy above the lowest of the compared OMol25 structures with the same formula, charge and spin at 0.955 eV. As for the structure (SMILES): CC(C)O.CC(C)O.CC(C)O.CC(C)O.CC(C)O.CC(C)O.CC(C)O.CC(C)O.CC(C)O.CO.CO.CO. For the highest occupied orbital energy, the calculation gives -9.79 eV. For the LUMO energy, the calculation gives 0.479 eV. Its molecular weight is 636.99 g mol⁻¹.

Geometry as XYZ:
```
126
Properties=species:S:1:pos:R:3:forces:R:3
C 12.8466 -5.0156 -34.3928 -0.70 -0.73 0.41
C 11.7887 -4.1806 -33.6915 0.75 0.53 0.65
C 11.5798 -4.6241 -32.2270 -0.50 -0.32 -0.17
O 12.1535 -2.7900 -33.7187 -0.30 0.18 -0.18
H 13.0727 -4.6275 -35.3823 0.20 0.00 0.00
H 12.4702 -6.0427 -34.4761 -0.02 0.11 -0.27
H 13.7188 -5.1346 -33.7436 0.22 0.39 -0.21
H 10.8256 -4.1967 -34.1996 0.11 -0.16 -0.22
H 12.1030 -5.5417 -31.9459 0.14 0.03 -0.23
H 10.5162 -4.8202 -32.0701 0.04 0.10 0.21
H 11.8908 -3.8391 -31.5420 -0.02 0.08 -0.04
H 13.1070 -2.6790 -33.6676 0.05 -0.25 0.06
C 15.6191 -9.3231 -36.0578 -0.27 -0.66 -0.62
C 14.5564 -9.7789 -35.0541 0.40 0.34 0.66
C 14.4025 -8.8028 -33.9070 -0.96 0.06 0.08
O 13.2581 -9.9363 -35.6256 0.47 -0.16 -0.15
H 16.4994 -9.9604 -35.9840 0.20 0.28 0.25
H 15.8875 -8.2740 -35.9597 -0.01 0.04 -0.03
H 15.2737 -9.5186 -37.0798 -0.14 0.31 0.09
H 14.9070 -10.7308 -34.6326 -0.28 -0.13 -0.08
H 15.3027 -8.6727 -33.3094 0.05 0.06 -0.07
H 13.5842 -9.1387 -33.2607 0.30 -0.23 0.22
H 14.0115 -7.8495 -34.2788 0.50 0.12 -0.13
H 13.3696 -10.6401 -36.2891 -0.59 -0.04 0.09
C 16.6136 -13.2868 -39.6144 -0.02 0.17 -0.25
C 18.0288 -12.7842 -39.3419 -0.99 0.20 0.35
C 17.9712 -11.4701 -38.5751 0.38 0.59 1.02
O 18.6276 -13.8045 -38.5499 0.21 0.03 -0.31
H 16.6181 -14.2541 -40.1168 0.09 0.01 -0.01
H 16.0689 -12.5770 -40.2443 0.01 -0.03 0.01
H 16.0751 -13.3916 -38.6710 0.04 -0.01 0.04
H 18.5163 -12.5979 -40.3066 0.40 -0.38 0.15
H 17.1106 -11.4042 -37.9001 -0.21 -0.12 -0.34
H 18.0204 -10.5550 -39.1671 -0.24 -0.20 -0.33
H 18.8020 -11.3648 -37.8615 0.20 -0.19 -0.37
H 19.3898 -13.4466 -38.0848 0.05 0.03 -0.05
C 16.8731 -5.4761 -30.1913 0.01 -0.21 -0.73
C 15.4737 -5.9871 -29.9213 -0.32 0.28 -0.72
C 14.4197 -4.8899 -29.9351 -0.54 -0.54 1.11
O 15.1666 -6.9208 -30.9831 0.21 0.36 0.30
H 17.2976 -4.8410 -29.4183 -0.04 -0.29 0.30
H 16.8722 -4.8725 -31.1014 -0.19 0.02 0.03
H 17.4961 -6.3395 -30.4388 0.32 0.17 0.41
H 15.4230 -6.5389 -28.9739 0.08 0.17 0.08
H 13.4444 -5.3839 -29.8453 -0.03 0.15 -0.17
H 14.3976 -4.2597 -30.8196 0.32 -0.04 -0.10
H 14.4960 -4.2933 -29.0204 0.17 0.24 -0.23
H 14.2504 -7.2271 -30.8605 0.04 -0.10 -0.25
C 15.3794 -11.8910 -31.7330 -0.20 -0.22 -0.49
C 15.8734 -12.5784 -30.4874 0.67 -0.59 0.42
C 14.9220 -13.5987 -29.8918 0.11 -0.11 0.37
O 17.1095 -13.2247 -30.8545 0.05 0.04 -0.26
H 14.9155 -12.6367 -32.3876 -0.12 0.04 0.07
H 16.2201 -11.4963 -32.3029 0.05 0.27 0.23
H 14.6619 -11.0919 -31.5474 0.04 0.03 0.09
H 16.1355 -11.8764 -29.6931 -0.18 0.24 -0.13
H 14.6784 -14.3849 -30.6091 -0.28 0.20 -0.10
H 14.0363 -13.1165 -29.4740 -0.18 -0.08 -0.34
H 15.3881 -14.1013 -29.0360 0.13 0.11 -0.05
H 17.1815 -14.0866 -30.4370 -0.11 0.04 0.12
C 18.7272 -10.1346 -34.3830 0.17 0.56 -0.06
C 19.0344 -11.5880 -34.0901 0.09 -0.07 0.38
C 18.2373 -12.5495 -34.9510 -0.28 0.10 -0.06
O 20.4260 -11.8977 -34.2443 0.04 -0.05 -0.56
H 17.7019 -9.8904 -34.0995 0.03 -0.01 0.18
H 18.8385 -9.8473 -35.4336 0.06 -0.40 -0.09
H 19.4049 -9.4680 -33.8413 -0.14 -0.09 0.22
H 18.7973 -11.7985 -33.0391 -0.24 0.10 -0.07
H 18.7183 -13.5246 -34.8986 -0.23 -0.11 -0.09
H 18.1190 -12.2390 -35.9934 0.48 -0.01 0.12
H 17.2058 -12.6116 -34.5915 0.12 -0.16 0.24
H 20.9257 -11.5091 -33.5222 -0.10 0.11 0.04
C 14.7002 -9.4958 -39.9171 -0.01 -0.12 -0.85
C 13.2551 -9.6828 -40.3049 -1.00 -0.60 -0.19
C 12.7874 -8.7713 -41.4264 0.42 0.14 -0.31
O 13.1034 -11.0648 -40.6948 0.60 -0.04 0.10
H 14.8344 -8.4758 -39.5631 0.25 -0.17 0.43
H 15.3359 -9.6287 -40.7984 -0.12 0.12 -0.09
H 15.0326 -10.2890 -39.2479 0.02 0.38 0.43
H 12.5907 -9.5272 -39.4416 0.24 0.14 0.08
H 12.7454 -7.7339 -41.0891 -0.14 -0.02 -0.02
H 11.8186 -9.0774 -41.8224 -0.15 0.08 0.28
H 13.4710 -8.8126 -42.2799 0.10 -0.05 0.14
H 12.1794 -11.2908 -40.8295 -0.08 0.25 -0.02
C 12.2834 -8.1719 -28.3109 0.60 0.23 0.24
C 12.8524 -8.9780 -29.4669 0.28 0.14 -0.21
C 12.2445 -10.3548 -29.5937 -0.59 -0.21 0.79
O 12.7402 -8.2482 -30.7067 -0.21 -0.15 0.30
H 12.8584 -7.2454 -28.2233 -0.22 0.10 -0.12
H 12.4588 -8.6880 -27.3639 -0.23 -0.15 -0.06
H 11.2274 -7.9234 -28.4123 -0.05 -0.14 -0.08
H 13.9351 -9.0400 -29.3150 -0.04 -0.19 -0.03
H 12.3505 -10.9009 -28.6495 0.29 0.05 -0.07
H 12.6474 -10.9749 -30.3891 0.02 0.20 -0.18
H 11.1546 -10.2654 -29.6836 0.09 0.01 -0.40
H 11.8220 -8.3093 -30.9960 0.04 0.08 -0.16
C 17.0552 -5.5174 -33.9885 -0.13 -0.21 0.20
C 18.3498 -5.5504 -34.7846 -0.59 1.98 -0.50
C 18.2301 -6.3896 -36.0402 0.47 -0.35 0.42
O 18.6652 -4.1755 -35.1507 0.25 -0.21 0.12
H 17.0633 -4.7914 -33.1780 0.36 0.14 -0.10
H 16.8114 -6.4725 -33.5138 -0.10 -0.07 -0.29
H 16.2568 -5.2013 -34.6670 -0.14 -0.26 0.05
H 19.2125 -5.8037 -34.1713 -0.08 -0.48 -0.03
H 19.1669 -6.3272 -36.5959 0.12 -0.51 0.18
H 17.4766 -6.0816 -36.7693 -0.36 0.28 0.47
H 17.9761 -7.3880 -35.6735 0.30 -0.24 -0.60
H 18.0501 -3.8785 -35.8282 -0.10 -0.11 0.01
C 12.7394 -12.9889 -38.2179 0.38 -0.14 -0.79
O 13.4348 -11.9481 -37.5489 -0.07 0.21 0.18
H 11.9528 -12.5978 -38.8651 -0.15 0.04 0.18
H 13.4636 -13.4816 -38.8715 -0.22 -0.34 0.02
H 12.3146 -13.7060 -37.5245 0.12 0.16 0.31
H 13.8164 -11.4010 -38.2454 -0.02 -0.07 -0.05
C 9.8894 -9.8886 -34.7316 0.05 0.33 0.09
O 10.8505 -10.4279 -33.8434 -0.13 0.00 0.00
H 8.8955 -10.0265 -34.3089 0.04 -0.12 0.09
H 10.0497 -8.8107 -34.8507 -0.08 -0.03 -0.15
H 9.9128 -10.3609 -35.7177 0.05 -0.03 0.00
H 11.7105 -10.2513 -34.2472 0.22 -0.11 -0.12
C 17.1763 -9.3990 -29.7387 0.42 -0.40 0.44
O 17.0326 -8.9150 -31.0404 -0.08 0.16 -0.33
H 16.2584 -9.7681 -29.2597 -0.21 0.27 -0.23
H 17.8328 -10.2710 -29.7944 0.07 0.08 0.03
H 17.6422 -8.6802 -29.0516 -0.03 0.08 -0.08
H 16.4384 -8.1394 -31.0510 -0.14 -0.27 0.06
```
Forces are in eV/Å.